1.
Here is a structure of composition C28H19ErF5O5S in a non-equilibrium geometry from the Open Molecules 2025 dataset. Energies are from ωB97M-V/def2-TZVPD.

Geometry as XYZ:
```
59
Properties=species:S:1:pos:R:3:forces:R:3
Er -1.119492 1.361193 1.241382 0.388 -3.252 2.620
O -3.803274 3.767908 -0.088346 0.071 -0.277 0.000
C -2.832597 3.067752 -0.286194 -0.523 1.035 -0.835
O -2.702959 1.819964 0.072665 -1.134 0.377 -0.773
C -1.678338 3.627648 -1.167267 -0.227 -0.248 0.134
C -1.108078 2.529268 -2.090851 0.008 0.242 -0.278
C -0.460394 3.181080 -3.317399 0.006 -0.087 0.099
C 0.789513 3.826298 -2.675533 0.008 -0.045 0.080
C 0.693093 3.320077 -1.228230 -0.015 0.280 -0.128
O 0.032359 2.051613 -1.354310 -0.176 -0.023 -0.091
C -0.366838 4.088807 -0.428876 0.085 -0.337 0.136
C -0.358701 3.518225 0.998104 0.799 2.300 -0.233
O -1.371280 3.657043 1.705571 -0.006 0.391 -0.184
O 0.570617 2.708507 1.316996 0.615 0.427 -0.172
H -2.119372 4.445980 -1.731837 0.051 0.049 0.002
H -1.786515 1.707094 -2.298874 0.029 -0.033 0.062
H -1.120583 3.900258 -3.800541 -0.016 -0.016 -0.017
H -0.183803 2.413961 -4.040581 -0.003 0.022 -0.018
H 0.781201 4.915986 -2.719139 -0.003 0.006 -0.004
H 1.710872 3.475052 -3.138370 -0.013 0.008 -0.024
H 1.637283 3.199417 -0.710399 -0.020 -0.057 0.020
H -0.247189 5.170819 -0.420031 -0.060 0.025 0.029
F 2.200505 -3.325330 4.561490 0.037 -0.094 0.027
C 1.402403 -2.256545 4.463710 -0.056 0.149 -0.029
C 0.349540 -2.240844 3.566654 0.071 -0.015 0.111
F 0.098373 -3.308480 2.808962 -0.013 -0.073 -0.072
C -0.437414 -1.114142 3.489949 0.047 0.311 0.243
F -1.467408 -1.110465 2.623718 -0.321 -0.257 -0.240
C -0.243099 0.044634 4.246289 0.345 -0.643 0.087
S -1.258534 1.424189 4.037542 -0.252 0.329 -0.168
C 0.819079 -0.026472 5.156380 -0.229 0.012 -0.268
F 1.082909 1.013041 5.952400 0.078 0.062 0.089
C 1.624709 -1.143549 5.258606 0.006 -0.089 -0.015
F 2.637640 -1.165116 6.135218 0.078 0.014 0.062
C 3.119560 -4.578699 -0.871249 0.033 -0.029 -0.001
C 3.825745 -3.475229 -0.415144 0.037 -0.028 -0.006
C 3.147039 -2.341207 0.000009 -0.074 0.016 -0.070
C 1.750237 -2.267828 -0.041359 0.115 -0.057 -0.035
C 1.054271 -3.397064 -0.485652 0.053 0.083 0.049
C 1.732638 -4.532561 -0.898346 -0.015 -0.036 -0.018
C 1.101299 -1.033123 0.452995 -0.247 0.189 0.069
C -0.111742 -0.510871 0.197255 0.490 -0.516 -0.303
C -1.007439 -1.042212 -0.848184 0.038 -0.198 0.051
C -0.633424 -1.021009 -2.199530 0.021 0.049 0.015
C -1.512309 -1.415656 -3.194118 0.006 -0.003 -0.008
C -2.789028 -1.858773 -2.870907 -0.059 -0.018 0.003
C -3.175796 -1.891336 -1.538060 -0.027 -0.014 -0.044
C -2.304599 -1.477654 -0.542901 0.075 0.012 -0.037
H 3.644331 -5.473464 -1.183663 -0.007 0.012 -0.015
H 4.908395 -3.504447 -0.376479 -0.006 0.019 0.010
H 3.701695 -1.482246 0.361467 -0.002 -0.004 0.019
H -0.025046 -3.394088 -0.480660 -0.082 0.038 -0.025
H 1.173606 -5.397900 -1.234822 -0.017 0.016 0.014
H 1.748029 -0.486010 1.143067 -0.004 -0.034 0.057
H 0.363442 -0.680623 -2.453365 -0.005 0.022 0.014
H -1.198854 -1.381004 -4.231564 0.008 -0.012 0.004
H -3.478367 -2.168515 -3.646718 0.015 0.003 -0.005
H -4.168934 -2.233638 -1.272646 -0.002 0.016 0.009
H -2.628951 -1.499725 0.491687 0.004 -0.022 0.001
```
Positions in Å, forces in eV/Å.

Properties
* 2S+1: 4
* net charge: -1
* HOMO-LUMO gap (spin up / spin down): 7.50 / 7.49 eV
* HOMO level (spin up / spin down): -5.022 / -5.013 eV

---

2.
Here is an isolated molecule of C3H4N4 from the Open Molecules 2025 dataset. Energies are from ωB97M-V/def2-TZVPD.

Geometry as XYZ:
```
11
Properties=species:S:1:pos:R:3:forces:R:3
N 1.803857 -0.025506 -0.810550 0.212 -0.112 0.135
C 0.575156 -0.181192 -0.241780 -0.206 -0.100 0.093
C 0.121240 0.619505 0.835519 -0.103 -0.094 0.001
N -1.171282 0.759702 1.018539 0.109 -0.290 0.013
C -1.961684 -0.043474 0.285416 0.008 -0.050 0.039
N -1.529425 -1.075141 -0.421946 0.093 0.403 -0.132
N -0.235254 -1.126871 -0.718321 0.130 0.317 0.062
H 2.434682 0.686636 -0.480599 -0.147 -0.196 0.086
H 2.193094 -0.768667 -1.369407 -0.191 0.058 0.041
H 0.808635 1.043236 1.576721 -0.188 0.196 -0.473
H -3.039017 0.111777 0.326412 0.283 -0.132 0.135
```
Positions in Å, forces in eV/Å.

Properties
* energy above the lowest of the compared OMol25 structures with the same formula, charge and spin: 177.74 kJ/mol
* SMILES: Nc1cncnn1
* HOMO-LUMO gap: 9.44 eV
* HOMO level: -9.118 eV

---

3.
Here is a cluster of 2 separate species, C4H6BrN2O in total in a non-equilibrium geometry from the Open Molecules 2025 dataset. Energies are from ωB97M-V/def2-TZVPD.

Geometry as XYZ:
```
14
Properties=species:S:1:pos:R:3:forces:R:3
C -2.515244 -0.530977 -0.096485 3.986 0.870 0.435
C -2.186290 0.791570 0.018300 1.946 -2.209 -1.206
C -0.583556 -2.161657 -0.078023 0.658 -0.604 0.641
C 3.244704 -0.311941 -0.215328 -2.372 -0.876 -0.769
N -1.424668 -1.395084 -0.095452 -1.645 0.376 0.047
N -0.960206 1.332039 -0.003434 -2.479 2.330 0.717
O 4.463652 -0.395244 -0.034949 1.628 -0.088 0.538
Br 2.515462 1.481021 0.112755 0.194 0.416 0.225
H -3.443704 -0.929383 -0.210594 -2.279 -1.055 -0.269
H -2.988018 1.410509 -0.130738 -1.790 1.931 0.355
H 0.115710 -2.883352 0.326012 0.016 0.184 -0.504
H -1.032968 2.373464 0.140546 1.139 -1.782 -0.398
H -0.096399 0.840048 -0.093669 0.487 0.002 0.154
H 4.891530 0.378989 0.361054 0.514 0.506 0.035
```
Positions in Å, forces in eV/Å.

Properties
* energy above the lowest of the compared OMol25 structures with the same formula, charge and spin: 323.00 kJ/mol
* net charge: +1
* HOMO-LUMO gap: 8.32 eV
* HOMO level: -12.634 eV

---

no.,molecular weight (g mol⁻¹)
1,729.77
2,96.09
3,178.01